(1)
Density functional theory data (ωB97M-V/def2-TZVPD) for a structure of composition C44H59AsO2P3S2SeY.

Values from the calculation:
Total charge: -2
2S+1: 1
ΔE to the lowest compared entry with this formula, charge and spin, kJ/mol: 129.3
E_HOMO, eV: -0.641

Each line ends with the Löwdin charge.
Element x y z (Å)
Y: -1.8509 -0.6280 0.2294  0.82
S: -1.9099 2.0575 1.2233  0.52
C: -1.5135 3.2143 2.4533  -0.72
C: -2.5269 3.9755 3.0642  -0.13
C: -2.2213 5.0137 3.9245  -0.12
C: -0.8974 5.3318 4.2156  -0.12
C: 0.1152 4.5741 3.6476  -0.13
C: -0.1723 3.5152 2.7909  -0.44
As: 1.2179 2.4919 1.8769  1.33
C: 1.7670 3.8800 0.5931  -0.39
C: 2.9535 3.7110 -0.1231  -0.17
C: 3.3349 4.6128 -1.1074  -0.11
C: 2.5225 5.7003 -1.4024  -0.11
C: 1.3276 5.8666 -0.7154  -0.09
C: 0.9497 4.9613 0.2686  -0.10
C: 2.5967 2.7992 3.2764  -0.39
C: 3.7914 3.4995 3.1437  -0.11
C: 4.7060 3.5605 4.1918  -0.11
C: 4.4388 2.9219 5.3930  -0.12
C: 3.2423 2.2289 5.5447  -0.10
C: 2.3375 2.1669 4.4967  -0.12
H: -3.5559 3.7381 2.8238  0.09
H: -3.0237 5.5922 4.3702  0.09
H: -0.6592 6.1604 4.8720  0.08
H: 1.1493 4.8124 3.8712  0.09
H: 3.5838 2.8534 0.0882  0.09
H: 4.2587 4.4577 -1.6529  0.10
H: 2.8147 6.4055 -2.1707  0.09
H: 0.6812 6.7039 -0.9508  0.10
H: 0.0048 5.0858 0.7836  0.10
H: 4.0118 4.0279 2.2245  0.08
H: 5.6323 4.1099 4.0646  0.09
H: 5.1539 2.9658 6.2063  0.09
H: 3.0171 1.7299 6.4797  0.10
H: 1.4040 1.6261 4.6213  0.09
C: 3.6033 -0.4218 -3.4562  -0.32
P: 1.9343 -0.0458 -2.7333  0.87
C: 2.4510 0.1018 -0.9697  -0.29
C: 1.8714 1.7459 -3.2101  -0.43
C: 0.6874 2.5170 -2.5800  -0.42
P: -0.8262 1.4944 -2.1723  0.78
C: -1.9929 2.9014 -1.9588  -0.34
C: -1.3757 1.0575 -3.8772  -0.33
H: 4.3554 0.3132 -3.1518  0.03
H: 3.5311 -0.4333 -4.5468  0.02
H: 3.9188 -1.4158 -3.1307  0.02
H: 3.1347 0.9421 -0.8230  0.01
H: 2.9395 -0.8275 -0.6701  0.03
H: 1.5712 0.2355 -0.3393  -0.01
H: 1.7736 1.7565 -4.2997  0.07
H: 2.8249 2.2151 -2.9473  0.05
H: 0.3795 3.3394 -3.2308  0.07
H: 1.0091 2.9418 -1.6243  0.03
H: -2.0586 3.4720 -2.8918  0.03
H: -1.6651 3.5436 -1.1458  -0.01
H: -2.9679 2.4853 -1.7039  0.00
H: -1.3402 1.9462 -4.5156  0.03
H: -2.4052 0.7023 -3.7773  -0.02
H: -0.7588 0.2690 -4.3114  0.00
C: 0.9226 -3.3453 0.5754  -0.11
C: -0.2229 -3.3950 1.6084  -0.66
C: -1.3720 -4.2173 1.0150  -0.07
C: 0.4159 -4.1383 2.8087  -0.09
C: -0.6717 -1.9522 1.9615  -0.36
H: 1.2547 -4.3619 0.3059  0.07
H: 1.7809 -2.8160 1.0046  0.07
H: 0.6257 -2.8235 -0.3286  0.03
H: -1.0341 -5.2189 0.7145  0.07
H: -1.7798 -3.7147 0.1363  0.05
H: -2.1977 -4.3329 1.7162  0.07
H: 0.6897 -5.1704 2.5377  0.07
H: -0.2259 -4.1801 3.6848  0.04
H: 1.3315 -3.6148 3.0996  0.07
H: 0.2255 -1.4935 2.4016  0.01
Se: -3.8354 -0.6204 -1.5544  -0.19
C: -2.4230 -3.0529 4.0628  -0.20
P: -2.2174 -1.4688 3.0823  0.48
C: -1.1028 -0.0958 3.7854  -0.26
C: -3.5837 -0.7208 4.3170  -0.26
O: -3.1995 -1.3160 1.8811  -0.56
H: -1.9822 -2.8958 5.0524  0.04
H: -2.0039 -3.9495 3.6224  -0.01
H: -3.4978 -3.1932 4.1846  0.03
H: -0.5275 -0.5923 4.5783  0.04
H: -1.6751 0.7207 4.2247  0.02
H: -0.4094 0.3043 3.0534  -0.05
H: -3.2609 -0.6635 5.3663  0.01
H: -4.5191 -1.2924 4.2737  0.01
H: -3.8156 0.2919 3.9690  0.01
O: -0.8213 -2.0012 -1.6555  -0.68
S: -1.6605 -2.0594 -2.9062  0.76
C: -2.4876 -3.6582 -2.9047  -0.38
C: -3.7129 -3.7397 -3.5443  -0.10
C: -4.3401 -4.9735 -3.6492  -0.09
C: -3.7484 -6.1037 -3.0985  -0.10
C: -2.5346 -5.9985 -2.4272  -0.08
C: -1.8975 -4.7708 -2.3314  -0.08
C: -0.4264 -2.6399 -4.1477  -0.36
C: -0.7179 -2.3994 -5.4811  -0.10
C: 0.1946 -2.7526 -6.4677  -0.10
C: 1.4017 -3.3428 -6.1178  -0.11
C: 1.6936 -3.5771 -4.7782  -0.10
C: 0.7855 -3.2178 -3.7928  -0.10
H: -4.1787 -2.8309 -3.9106  0.09
H: -5.3009 -5.0553 -4.1436  0.10
H: -4.2351 -7.0684 -3.1817  0.09
H: -2.0869 -6.8761 -1.9764  0.10
H: -0.9581 -4.6671 -1.8018  0.10
H: -1.6657 -1.9334 -5.7380  0.11
H: -0.0333 -2.5595 -7.5096  0.09
H: 2.1168 -3.6190 -6.8835  0.09
H: 2.6387 -4.0307 -4.5007  0.10
H: 1.0099 -3.3657 -2.7414  0.10

Cartesian forces, eV/Å:
Y -0.61 -0.06 0.05
S -0.18 0.13 -0.30
C 0.45 -0.09 0.05
C 0.03 -0.01 0.07
C -0.03 -0.03 -0.02
C 0.02 0.00 0.00
C 0.02 -0.07 0.03
C -0.32 0.01 -0.13
As 0.07 0.13 0.28
C 0.04 0.04 -0.06
C 0.02 0.02 0.10
C -0.02 0.02 0.04
C 0.00 -0.07 0.03
C 0.02 -0.03 -0.01
C 0.01 -0.03 0.07
C 0.05 -0.04 0.02
C -0.08 0.05 -0.01
C 0.00 -0.04 0.02
C -0.02 0.02 -0.02
C 0.02 0.02 -0.04
C -0.02 -0.04 -0.07
H 0.02 0.00 0.01
H -0.01 -0.02 -0.01
H 0.01 -0.02 0.02
H 0.00 0.02 0.01
H 0.01 0.04 -0.01
H 0.00 0.01 0.01
H -0.01 0.00 -0.02
H -0.02 -0.02 0.00
H 0.00 0.03 0.03
H 0.01 -0.02 -0.04
H -0.02 0.01 0.00
H -0.01 0.00 0.00
H -0.01 0.00 0.00
H 0.02 -0.04 0.02
C -0.15 0.03 -0.01
P 0.26 0.07 0.03
C -0.12 -0.05 -0.19
C -0.44 -0.06 0.14
C 0.20 -0.42 0.15
P -0.20 0.36 -0.33
C 0.06 -0.03 -0.07
C 0.10 -0.06 0.05
H 0.01 -0.03 0.00
H 0.03 0.00 0.03
H 0.00 0.03 -0.01
H 0.02 -0.08 0.01
H -0.03 0.01 0.05
H 0.04 0.03 0.06
H 0.05 0.00 -0.03
H 0.01 0.10 -0.06
H 0.03 0.08 0.03
H -0.10 0.03 -0.17
H 0.02 -0.02 0.03
H 0.00 0.02 0.05
H -0.02 0.01 0.01
H 0.01 -0.02 -0.01
H 0.03 -0.03 -0.03
H 0.02 0.03 -0.02
C 0.01 -0.03 0.04
C 0.04 0.12 0.20
C 0.05 0.03 0.08
C -0.05 -0.14 -0.03
C -0.01 -0.32 -0.08
H 0.00 0.05 0.02
H -0.04 -0.01 -0.01
H -0.04 0.00 -0.08
H -0.01 0.01 -0.02
H -0.01 -0.02 -0.02
H -0.01 -0.01 -0.04
H 0.01 0.05 0.02
H 0.08 -0.02 -0.03
H -0.01 0.00 0.01
H -0.03 0.05 0.04
Se -0.13 -0.11 -0.31
C -0.01 0.07 0.01
P 0.77 -0.14 0.97
C -0.14 -0.14 0.37
C -0.36 0.01 -0.29
O 0.40 0.33 -0.73
H 0.00 -0.02 -0.02
H -0.01 0.10 -0.01
H 0.02 -0.01 0.05
H 0.01 0.03 -0.02
H 0.03 0.00 -0.03
H 0.09 -0.04 -0.07
H 0.09 -0.03 -0.03
H 0.05 0.01 0.00
H 0.04 -0.01 0.03
O 0.02 0.11 0.44
S -0.25 -0.01 -0.55
C -0.13 0.17 -0.01
C -0.09 0.05 -0.02
C 0.02 -0.06 -0.02
C 0.09 0.03 0.04
C -0.09 -0.03 -0.04
C 0.09 0.02 0.00
C 0.23 -0.16 0.23
C -0.08 -0.03 0.05
C 0.02 -0.02 -0.03
C -0.03 -0.01 0.03
C -0.01 0.03 0.03
C 0.01 0.00 0.04
H 0.02 -0.02 0.05
H 0.02 0.04 0.01
H -0.03 0.02 0.02
H 0.01 0.02 0.01
H -0.01 0.00 -0.03
H 0.06 0.01 -0.02
H 0.00 0.00 0.01
H -0.01 0.02 -0.01
H -0.01 0.01 0.00
H -0.01 0.03 -0.04

(2)
Density functional theory data (ωB97M-V/def2-TZVPD) for a cluster of 3 separate species, C44H59F2N2O5 in total.

Values from the calculation:
Total charge: +1
2S+1: 1
E_HOMO, eV: -10.358

Each line ends with the Löwdin charge.
Element x y z (Å)
C: 2.2627 0.8022 5.3208  -0.13
C: 3.7383 1.4607 5.2395  -0.24
C: 3.6169 2.9850 4.6826  -0.21
C: 3.7599 2.9397 3.0540  -0.22
C: 5.2373 3.3211 2.5439  -0.20
C: 5.6935 2.5130 1.2147  -0.20
C: 5.5955 3.4427 -0.1168  -0.20
C: 4.4345 2.9035 -1.1326  -0.19
C: 3.0599 2.9498 -0.2713  -0.22
C: 1.7452 3.2530 -1.1452  -0.19
C: 0.5846 3.6789 -0.0953  -0.20
C: -0.4189 4.8062 -0.6330  -0.20
C: -1.6808 4.2604 -1.4577  -0.20
C: -2.6266 3.2408 -0.6538  -0.14
C: -2.1922 1.7059 -0.7618  -0.10
C: -1.5574 1.2034 -2.0850  0.09
C: -1.0817 -0.2911 -2.1828  -0.02
C: -0.3922 -0.7503 -3.5463  -0.16
C: 0.8778 -1.7176 -3.3694  -0.15
C: 2.1181 -0.9806 -2.6271  -0.14
F: 3.0192 -0.4843 -3.6541  -0.11
C: -1.3225 -1.1720 -0.9283  -0.01
F: -0.9157 -2.5458 -0.9801  -0.01
C: -2.0019 -0.5945 0.3669  -0.03
C: -2.2319 -1.6230 1.5613  -0.13
C: -1.2375 -1.4494 2.8118  -0.17
C: -1.4464 -2.5373 3.9780  -0.20
N: -1.1212 -3.9381 3.5941  -0.09
C: 0.2612 -4.3454 3.9759  -0.17
C: 1.2751 -3.6859 2.8944  -0.09
C: 1.1082 -4.0848 1.3926  -0.02
C: 2.0628 -3.4351 0.3175  -0.07
C: 3.1269 -2.4033 0.8315  -0.07
C: 3.2913 -2.0199 2.3474  0.01
C: 2.3371 -2.6672 3.4190  -0.20
O: 2.3957 -2.3846 4.8206  -0.05
N: -2.3885 0.8102 0.3841  0.14
H: 2.1661 0.0976 4.4235  0.04
H: 1.4270 1.5786 5.2232  0.07
H: 2.1590 0.2616 6.3346  0.08
H: 4.2266 1.5454 6.2777  0.10
H: 4.4287 0.8709 4.5290  0.10
H: 4.4152 3.6735 5.1362  0.11
H: 2.6010 3.4126 4.9865  0.09
H: 2.9943 3.7159 2.6681  0.09
H: 3.4065 1.9078 2.6934  0.09
H: 5.2312 4.4678 2.3756  0.11
H: 6.0609 3.1407 3.3372  0.11
H: 6.7855 2.1800 1.3488  0.11
H: 5.0444 1.5744 1.0478  0.09
H: 6.6237 3.5008 -0.6084  0.10
H: 5.2972 4.4999 0.2257  0.10
H: 4.3526 3.6408 -2.0013  0.11
H: 4.6692 1.8411 -1.5022  0.11
H: 3.2017 3.8270 0.4733  0.10
H: 2.9957 1.9934 0.3578  0.10
H: 1.4838 2.2571 -1.6831  0.09
H: 1.8893 4.0272 -1.9732  0.11
H: 1.1106 4.1299 0.8346  0.11
H: 0.0893 2.7142 0.2660  0.10
H: -0.7742 5.5222 0.2004  0.12
H: 0.1845 5.4722 -1.3663  0.12
H: -1.3047 3.8803 -2.4662  0.10
H: -2.3370 5.1859 -1.6968  0.13
H: -3.7041 3.4258 -1.0391  0.13
H: -2.6377 3.5589 0.4479  0.13
H: -1.4105 1.8596 -3.0057  0.11
H: -1.1987 -1.1504 -4.2557  0.12
H: 0.0086 0.2153 -4.0451  0.13
H: 1.2619 -1.9555 -4.4338  0.13
H: 0.6159 -2.7320 -2.9035  0.10
H: 1.8024 -0.0860 -1.9915  0.11
H: 2.6751 -1.7760 -2.0291  0.09
H: -2.1335 -2.6908 1.1316  0.10
H: -3.3064 -1.5094 1.9526  0.13
H: -0.1460 -1.3493 2.4508  0.11
H: -1.4867 -0.4176 3.2850  0.12
H: -2.5568 -2.4868 4.3027  0.12
H: -0.8479 -2.2510 4.9264  0.13
H: -1.3456 -4.1440 2.6130  0.07
H: 0.4892 -3.9850 5.0511  0.12
H: 0.3866 -5.4957 3.9752  0.13
H: 0.2996 -4.8480 1.1353  0.10
H: 1.9312 -3.7105 -0.7847  0.08
H: 3.8371 -1.8931 0.0843  0.08
H: 4.0616 -1.2529 2.7003  0.09
H: 3.2113 -2.8358 5.1439  0.13
H: -2.8238 1.2005 1.2441  0.17
C: -4.2676 -4.6549 -0.1125  0.01
C: -5.1417 -4.6797 -1.1194  0.03
C: -6.5960 -4.5707 -0.8752  -0.38
O: -7.3934 -4.5951 -1.7925  0.12
C: -7.0429 -4.4315 0.5273  0.03
C: -6.1683 -4.4067 1.5343  0.03
C: -4.7148 -4.5156 1.2900  -0.39
O: -3.9150 -4.4907 2.2089  0.09
H: -3.1992 -4.7343 -0.2732  0.11
H: -4.8309 -4.7804 -2.1521  0.12
H: -8.1108 -4.3522 0.6879  0.13
H: -6.4788 -4.3061 2.5670  0.13
C: -2.4920 0.4535 -7.5752  0.03
C: -3.3705 0.4151 -8.5780  0.04
C: -4.8240 0.5199 -8.3283  -0.38
O: -5.6254 0.4831 -9.2405  0.13
C: -5.2651 0.6704 -6.9248  0.03
C: -4.3859 0.7086 -5.9228  0.02
C: -2.9335 0.6039 -6.1731  -0.36
O: -2.1278 0.6408 -5.2559  0.05
H: -1.4244 0.3775 -7.7396  0.12
H: -3.0639 0.3061 -9.6109  0.13
H: -6.3326 0.7464 -6.7599  0.13
H: -4.6921 0.8176 -4.8895  0.12

Cartesian forces, eV/Å:
C 0.73 -0.12 -0.14
C -0.33 1.45 0.29
C 0.35 -0.75 -0.69
C -0.53 0.86 1.05
C 0.06 -0.21 0.02
C 0.13 0.74 -0.30
C -0.40 -0.56 0.03
C 0.16 0.63 1.22
C 0.87 0.88 -0.63
C -0.16 -1.18 0.84
C 0.59 0.45 0.10
C 0.09 0.03 -0.50
C 0.08 1.05 0.12
C -0.06 -0.06 0.12
C 1.03 -1.29 -1.96
C -0.49 -2.96 3.65
C -1.32 1.39 2.30
C 0.52 0.50 0.58
C 0.27 0.28 -0.58
C -0.38 -0.86 -0.84
F -1.29 -0.57 1.50
C -0.68 2.74 -0.18
F -1.26 3.53 0.44
C 1.37 -0.72 -2.72
C -0.27 0.05 0.10
C 0.25 1.53 0.31
C -0.66 0.21 -0.14
N 0.51 0.46 1.07
C 0.75 0.27 -0.96
C 1.67 0.67 -0.84
C 3.19 2.99 1.18
C -0.17 0.89 4.41
C -1.81 -1.26 2.08
C -2.95 -2.31 -0.67
C -0.20 -1.17 -4.41
O 0.89 -1.01 -2.21
N 1.58 -1.47 -3.12
H -0.12 0.73 1.57
H 1.30 -0.94 0.29
H -0.05 0.59 -1.88
H -0.77 -0.50 -1.54
H -1.02 0.82 1.25
H -1.04 -1.05 -0.74
H 1.38 -0.61 -0.43
H 1.30 -1.27 0.28
H 0.64 1.44 0.46
H 0.20 -1.90 0.07
H -1.65 0.13 -0.96
H -1.69 0.41 -0.22
H 1.05 1.37 0.47
H -1.48 -0.08 0.47
H 0.50 -1.51 -0.69
H 0.13 -1.18 1.01
H -0.33 1.64 0.41
H -0.36 -1.44 -1.21
H -0.33 1.37 -0.97
H 0.14 1.64 0.74
H 0.05 -0.86 1.36
H -0.81 -0.79 -1.53
H 0.33 1.38 -0.42
H 0.49 -1.36 -1.14
H -0.98 -1.02 1.22
H -0.72 0.23 1.42
H 1.02 -1.58 0.33
H 1.70 -0.83 0.58
H 0.08 -0.54 -1.45
H -0.36 -0.99 1.70
H 1.24 0.37 1.23
H -0.83 -1.56 0.84
H -0.60 0.41 1.69
H 0.37 1.67 -0.43
H 0.48 -1.26 -0.80
H -0.56 1.39 -0.72
H -0.17 1.87 0.50
H 1.46 -0.15 -0.67
H -1.68 -0.50 0.54
H 0.39 -1.55 -0.70
H 1.61 -0.08 -0.62
H -0.78 -0.37 -1.77
H 0.14 0.11 0.79
H -0.33 -0.49 -1.97
H -0.35 1.87 -0.17
H 1.38 1.19 0.25
H 0.41 0.52 1.85
H -1.25 -0.96 1.32
H -1.16 -1.26 -0.74
H -0.79 0.54 -0.20
H 0.51 -0.48 -0.92
C -0.05 0.03 -0.29
C 0.39 0.01 0.06
C -0.44 -0.05 -0.38
O 0.29 0.04 0.27
C 0.05 0.04 0.35
C -0.28 0.02 -0.08
C 0.17 -0.07 0.32
O -0.10 0.13 -0.31
H 0.01 -0.03 0.02
H -0.05 -0.02 0.00
H 0.01 -0.02 -0.05
H 0.05 -0.02 0.00
C -0.01 -0.02 -0.21
C 0.36 -0.02 0.09
C -0.39 -0.02 -0.50
O 0.28 0.02 0.34
C 0.01 0.03 0.40
C -0.22 0.00 -0.07
C 0.05 0.05 0.05
O -0.30 0.19 -0.26
H 0.00 0.01 0.03
H -0.05 0.00 0.01
H 0.01 -0.01 -0.05
H 0.02 0.00 0.00